C29H49BN12S3Ta | wB97M-V/def2-TZVPD

Atoms and positions in Å:
Ta 0.052 -1.484 0.254
C -0.400 -4.569 -0.899
C 0.812 -3.989 -1.628
N 1.516 -3.043 -0.719
C 2.361 -3.795 0.267
C 2.428 -3.066 1.590
N 1.095 -2.500 1.951
C 0.145 -3.451 2.601
C -0.385 -4.431 1.582
N -0.728 -3.731 0.298
H -1.255 -4.585 -1.573
H -0.240 -5.597 -0.576
H 1.499 -4.759 -1.981
H 0.500 -3.430 -2.499
H 2.137 -2.492 -1.311
H 1.948 -4.795 0.360
H 3.369 -3.919 -0.130
H 2.796 -3.716 2.386
H 3.106 -2.221 1.515
H 1.275 -1.768 2.639
H 0.631 -3.971 3.430
H -0.661 -2.848 3.020
H 0.323 -5.225 1.369
H -1.271 -4.920 1.988
H -1.730 -3.581 0.306
C 5.502 2.743 -0.869
C 4.709 2.031 0.223
C 4.883 2.707 1.579
C 5.157 0.582 0.308
N 3.224 2.169 -0.146
C 2.704 3.437 -0.351
C 1.387 3.315 -0.595
N 1.088 1.963 -0.559
B -0.327 1.389 -0.646
N -0.919 1.318 -2.030
C -1.295 2.363 -2.862
C -1.804 1.820 -3.982
N -1.751 0.441 -3.852
C -1.193 0.166 -2.662
S -0.754 -1.444 -2.123
C -2.224 -0.518 -4.956
C -0.989 -1.141 -5.594
C -2.979 0.311 -5.990
C -3.178 -1.556 -4.370
N -1.180 1.991 0.459
C -2.123 3.002 0.446
C -2.472 3.226 1.726
N -1.776 2.336 2.531
C -1.026 1.560 1.730
S 0.152 0.327 2.153
C -2.019 2.379 4.051
C -1.676 3.796 4.502
C -3.489 2.067 4.276
C -1.151 1.387 4.804
C 2.213 1.295 -0.270
S 2.280 -0.449 -0.211
H 6.564 2.600 -0.674
H 5.321 3.817 -0.888
H 5.279 2.331 -1.854
H 5.937 2.668 1.855
H 4.307 2.195 2.351
H 4.588 3.755 1.559
H 6.226 0.601 0.518
H 5.017 0.045 -0.629
H 4.673 0.045 1.122
H 3.319 4.317 -0.301
H 0.646 4.073 -0.776
H -0.283 0.215 -0.296
H -1.151 3.398 -2.605
H -2.202 2.298 -4.858
H -0.315 -0.373 -5.974
H -1.303 -1.760 -6.435
H -0.443 -1.776 -4.897
H -2.328 0.998 -6.532
H -3.811 0.863 -5.552
H -3.393 -0.379 -6.722
H -2.672 -2.328 -3.800
H -3.689 -2.044 -5.199
H -3.938 -1.088 -3.742
H -2.445 3.498 -0.453
H -3.146 3.954 2.140
H -2.338 4.547 4.074
H -0.644 4.053 4.257
H -1.789 3.847 5.584
H -4.149 2.793 3.803
H -3.695 2.085 5.346
H -3.743 1.077 3.907
H -0.086 1.564 4.658
H -1.382 0.353 4.553
H -1.369 1.528 5.862
N -1.791 -1.473 0.933
C -2.905 -1.476 1.410
N -3.986 -1.697 1.878
C -5.100 -1.287 2.455
N -6.082 -0.969 2.962

Values from the calculation:
net charge = +3
energy = -83466.0889 eV
LUMO energy = -9.19 eV
energy above the lowest of the compared OMol25 structures with the same formula, charge and spin = 13.3 kcal/mol

---

C17H17N6O6RuS | wB97M-V/def2-TZVPD

Atoms and positions in Å:
Ru 0.811 -0.664 -0.099
O 0.576 -1.564 6.009
C 0.772 -1.332 4.696
C 1.518 -2.191 3.887
C 1.644 -1.870 2.557
N 1.069 -0.790 2.039
C 0.426 0.074 2.823
C 0.233 -0.161 4.162
C 0.044 1.328 2.080
O -0.406 2.294 2.666
O 0.264 1.230 0.810
C 2.458 -2.610 1.535
O 3.253 -3.468 1.860
O 2.186 -2.220 0.331
H 1.019 -2.380 6.269
H 2.014 -3.077 4.264
H -0.300 0.556 4.769
O 0.315 -2.156 -1.327
N 1.362 -2.686 -1.996
C 1.416 -4.013 -2.160
C 2.444 -4.568 -2.874
C 3.423 -3.726 -3.406
C 3.354 -2.368 -3.191
C 2.304 -1.835 -2.444
S 2.107 -0.173 -2.015
H 0.619 -4.563 -1.685
H 2.487 -5.640 -2.992
H 4.252 -4.141 -3.963
H 4.113 -1.692 -3.558
C -1.415 4.242 -0.682
C -2.836 3.984 -1.180
C -3.818 3.864 -0.017
C -2.885 2.772 -2.114
N -2.335 1.562 -1.507
C -1.119 1.047 -1.614
N -1.063 0.005 -0.819
N -2.262 -0.112 -0.223
N -3.037 0.814 -0.635
H -1.390 5.146 -0.074
H -0.718 4.383 -1.513
H -1.044 3.425 -0.057
H -3.145 4.825 -1.809
H -3.633 2.965 0.571
H -4.851 3.832 -0.369
H -3.712 4.721 0.648
H -2.289 2.961 -3.006
H -3.905 2.541 -2.420
H -0.321 1.427 -2.227

Values from the calculation:
energy = -52546.3526 eV
<S²> = 0.7587
spin multiplicity = 2
LUMO energy (alpha / beta) = -0.36 / -0.46 eV
energy above the lowest of the compared OMol25 structures with the same formula, charge and spin = 44.5 kcal/mol

---

C4H10S3 | wB97M-V/def2-TZVPD

Atoms and positions in Å:
C -1.740 -0.343 0.488
C 0.554 -0.809 1.441
C -0.415 0.132 0.799
C 0.676 0.437 -1.248
S -0.272 1.687 -2.020
S 0.126 -1.028 -2.096
S 2.449 0.762 -0.914
H -1.882 -0.574 -0.535
H -2.663 0.391 0.659
H -2.005 -1.295 0.876
H 1.497 -0.244 1.562
H 0.530 -1.722 0.851
H 0.260 -1.022 2.440
H -0.429 1.065 1.259
H -0.195 2.368 -0.923
H 1.219 -1.854 -1.868
H 2.290 2.047 -0.772

Values from the calculation:
energy = -36812.5727 eV
LUMO energy = 0.53 eV
energy above the lowest of the compared OMol25 structures with the same formula, charge and spin = 79.8 kcal/mol

---

C29H82N14O14 | wB97M-V/def2-TZVPD

Atoms and positions in Å:
C 0.896 0.854 -4.678
O 1.900 -0.085 -5.026
C 2.485 0.122 -6.295
C 3.342 1.377 -6.673
N 4.628 1.590 -5.977
C 4.291 2.167 -4.600
C 5.569 2.284 -3.694
O 6.239 3.245 -4.559
C 7.664 3.029 -4.599
H 1.225 1.881 -4.841
H 0.662 0.827 -3.614
H -0.022 0.737 -5.255
H 1.687 0.027 -7.031
H 3.102 -0.763 -6.452
H 2.562 2.135 -6.751
H 3.529 1.290 -7.743
H 5.233 2.305 -6.355
H 3.699 1.371 -4.147
H 3.664 3.058 -4.589
H 6.112 1.345 -3.593
H 5.271 2.740 -2.750
H 8.194 3.160 -3.655
H 7.895 3.907 -5.201
H 7.970 2.103 -5.086
C -6.368 0.419 9.674
O -6.321 1.029 8.366
C -5.770 0.109 7.438
C -5.477 0.678 6.031
N -4.631 1.838 5.950
C -4.403 2.450 4.607
C -3.877 3.892 4.701
O -3.516 4.233 3.444
C -2.136 3.925 3.034
H -5.348 0.189 9.983
H -7.072 -0.412 9.718
H -6.828 1.108 10.382
H -6.549 -0.652 7.393
H -4.867 -0.316 7.874
H -6.401 1.003 5.553
H -5.043 -0.150 5.471
H -4.693 2.528 6.684
H -5.281 2.488 3.962
H -3.587 1.892 4.149
H -3.067 3.865 5.429
H -4.683 4.566 4.991
H -1.920 4.775 2.387
H -2.197 3.123 2.298
H -1.366 3.764 3.788
C -1.674 -3.263 1.550
O -1.091 -2.061 2.172
C -1.791 -0.811 1.781
C -3.257 -0.447 2.206
N -4.368 -1.415 1.933
C -5.530 -0.716 2.485
C -6.852 -1.451 2.269
O -7.133 -2.438 3.243
C -6.272 -3.600 3.153
H -1.180 -4.142 1.965
H -1.382 -3.276 0.500
H -2.755 -3.382 1.614
H -1.605 -0.743 0.709
H -1.223 0.082 2.042
H -3.530 0.453 1.656
H -3.191 -0.324 3.287
H -4.390 -2.278 2.457
H -5.615 0.248 1.984
H -5.488 -0.612 3.570
H -6.940 -1.996 1.329
H -7.676 -0.746 2.378
H -6.432 -4.212 2.265
H -6.595 -4.235 3.978
H -5.232 -3.291 3.257
C 3.183 -7.260 -5.159
O 4.510 -6.742 -5.110
C 4.810 -5.596 -5.954
C 3.915 -4.362 -5.467
N 4.210 -3.959 -4.051
C 3.431 -2.877 -3.488
C 3.241 -2.864 -2.011
O 2.304 -3.866 -1.587
C 1.927 -3.855 -0.252
H 2.547 -6.681 -4.488
H 3.236 -8.320 -4.912
H 2.839 -7.221 -6.192
H 4.737 -5.734 -7.032
H 5.881 -5.459 -5.805
H 2.877 -4.646 -5.638
H 4.091 -3.546 -6.168
H 4.356 -4.814 -3.534
H 2.428 -2.801 -3.910
H 3.935 -1.956 -3.783
H 2.862 -1.881 -1.731
H 4.187 -3.000 -1.488
H 0.987 -3.316 -0.130
H 2.561 -3.234 0.382
H 1.773 -4.791 0.285
N 0.157 0.521 -1.021
C 0.822 1.548 -0.597
N 0.196 2.383 0.240
O 1.955 1.651 -0.915
H 0.530 -0.249 -1.557
H -0.847 0.586 -0.927
H 0.680 3.023 0.854
H -0.797 2.210 0.189
N 1.424 1.283 3.894
C 1.669 2.487 3.396
N 2.879 2.825 3.634
O 0.897 3.247 2.867
H 2.011 1.040 4.679
H 0.658 0.707 3.574
H 3.072 3.816 3.598
H 3.543 2.115 3.908
N 2.960 -0.645 0.875
C 4.147 -0.536 0.375
N 4.162 0.222 -0.677
O 5.144 -1.070 0.771
H 2.914 -1.121 1.765
H 2.120 -0.186 0.554
H 5.019 0.600 -1.055
H 3.236 0.580 -0.864
N -4.742 -1.206 -0.840
C -3.967 -0.437 -1.575
N -4.193 -0.885 -2.713
O -3.142 0.401 -1.254
H -5.361 -1.874 -1.277
H -4.546 -1.307 0.146
H -3.576 -0.562 -3.444
H -4.897 -1.592 -2.869
N 4.136 5.429 -0.480
C 4.288 4.719 0.638
N 3.217 4.015 0.777
O 5.168 4.814 1.475
H 3.194 5.582 -0.812
H 4.744 6.181 -0.771
H 2.701 3.734 -0.044
H 3.257 3.399 1.576
O -3.488 3.056 -0.574
H -3.751 3.682 -1.249
H -3.614 2.198 -0.979

Values from the calculation:
energy = -80922.8896 eV
SMILES = COCCNCCOC.COCCNCCOC.COCCNCCOC.COCCNCCOC.NC(N)=O.NC(N)=O.NC(N)=O.NC(N)=O.NC(N)=O.O
LUMO energy = 0.01 eV
energy above the lowest of the compared OMol25 structures with the same formula, charge and spin = 131.8 kcal/mol